*i*
Computed, not measured: a 13-piece molecular cluster, H26O13 overall, with ωB97M-V/def2-TZVPD.

Charge = 0
Highest occupied orbital energy = -0.3582 Ha
Frontier orbital gap = 9.172 eV
LUMO energy = -0.0211 Ha

Cartesian coordinates (Å):
O1 2.119 -1.934 -1.166
H1 2.376 -2.127 -2.061
H2 2.596 -2.597 -0.671
O2 -0.194 -3.489 -2.067
H3 0.471 -4.198 -2.254
H4 0.309 -2.776 -1.707
O3 3.120 0.104 0.182
H5 2.685 0.971 0.049
H6 2.487 -0.458 -0.277
O4 0.474 -2.345 1.263
H7 0.458 -3.246 1.026
H8 1.382 -2.089 1.409
O5 1.399 0.846 -2.560
H9 0.728 0.343 -2.991
H10 1.182 0.840 -1.643
O6 -0.539 3.421 -1.475
H11 -0.144 3.464 -2.346
H12 0.181 3.105 -0.830
O7 0.091 0.040 -0.145
H13 0.386 -0.768 0.204
H14 -0.149 0.629 0.569
O8 1.793 2.470 2.598
H15 2.022 3.327 2.958
H16 0.988 2.648 2.091
O9 -1.480 0.672 2.220
H17 -1.532 -0.272 2.058
H18 -1.866 0.769 3.106
O10 -0.608 2.928 1.269
H19 -1.186 3.635 1.663
H20 -0.978 2.090 1.556
O11 -2.395 1.315 -2.373
H21 -2.305 0.500 -1.857
H22 -1.555 1.721 -2.319
O12 -2.069 -2.020 2.122
H23 -2.169 -2.565 2.905
H24 -1.297 -2.322 1.657
O13 -2.382 -1.013 -1.074
H25 -1.464 -0.864 -0.769
H26 -2.927 -0.739 -0.325

*ii*
Computed, not measured: a 13-piece molecular cluster, H26O13 overall, with ωB97M-V/def2-TZVPD.

Charge = 0
Highest occupied orbital energy = -0.3970 Ha
Frontier orbital gap = 10.416 eV
LUMO energy = -0.0143 Ha

Cartesian coordinates (Å):
O1 1.708 1.248 -2.483
H1 2.236 0.493 -2.744
H2 1.232 1.494 -3.276
O2 -1.991 1.371 5.076
H3 -1.785 0.816 4.323
H4 -1.588 2.214 4.869
O3 -3.490 2.684 -2.816
H5 -4.049 3.460 -2.779
H6 -2.760 2.941 -3.378
O4 -2.491 -3.351 3.976
H7 -2.426 -4.204 3.547
H8 -1.707 -2.880 3.695
O5 -0.588 4.867 2.624
H9 0.123 4.852 1.982
H10 -0.576 5.757 2.974
O6 1.602 5.497 -1.282
H11 1.562 4.636 -1.696
H12 1.689 6.111 -2.011
O7 -4.789 -0.976 -1.836
H13 -5.664 -0.788 -2.174
H14 -4.305 -0.158 -1.952
O8 3.195 -2.658 -2.452
H15 3.075 -3.534 -2.818
H16 3.131 -2.783 -1.505
O9 -0.780 -0.021 1.216
H17 -0.542 -0.713 0.598
H18 -0.805 0.776 0.685
O10 4.173 1.793 0.977
H19 5.046 1.680 0.601
H20 3.577 1.702 0.234
O11 0.811 -4.697 0.790
H21 1.178 -5.563 0.967
H22 -0.077 -4.872 0.478
O12 -1.247 -2.830 -5.251
H23 -1.249 -2.444 -4.375
H24 -0.812 -2.178 -5.800
O13 3.477 -3.094 3.586
H25 2.781 -3.343 2.977
H26 3.125 -3.303 4.451

*iii*
Computed, not measured: H26O13 as an isolated structure, with ωB97M-V/def2-TZVPD.

Charge = 0
Highest occupied orbital energy = -0.3188 Ha
Frontier orbital gap = 8.040 eV
LUMO energy = -0.0233 Ha

Cartesian coordinates (Å):
O1 3.337 2.551 -0.142
H1 3.720 3.448 -0.023
H2 2.385 2.567 -0.143
O2 1.084 0.437 2.337
H3 1.684 -0.011 1.686
H4 1.671 0.478 3.064
O3 -2.979 0.386 1.576
H5 -2.046 0.077 1.869
H6 -2.873 0.300 0.539
O4 -2.917 0.827 -1.040
H7 -2.401 1.560 -1.209
H8 -2.382 0.065 -1.510
O5 1.215 -2.705 -0.388
H9 1.167 -3.326 0.351
H10 0.241 -2.763 -0.892
O6 -1.285 2.454 -2.427
H11 -0.496 1.958 -2.643
H12 -1.527 2.516 -3.328
O7 2.310 -1.119 0.684
H13 2.297 -0.496 -0.028
H14 1.884 -1.874 0.219
O8 -2.623 -2.401 1.161
H15 -2.666 -2.220 0.273
H16 -1.891 -1.819 1.721
O9 -0.779 -1.585 2.480
H17 -0.183 -2.063 3.065
H18 -0.248 -0.826 2.608
O10 -0.417 0.078 -0.204
H19 0.418 0.458 -0.576
H20 -0.531 -0.812 -0.527
O11 2.131 0.712 -1.139
H21 2.783 0.791 -1.926
H22 2.370 1.483 -0.573
O12 0.716 2.458 0.237
H23 0.506 2.034 1.090
H24 -0.194 2.562 -0.143
O13 -1.176 -1.831 -1.686
H25 -1.581 -2.747 -1.946
H26 -0.724 -1.602 -2.466

On energetic grounds, *i* is preferred over the next structure by 0.976 eV.